ORCA calculation (ωB97M-V with the def2-TZVPD basis set) on a structure of composition C8H16ClMgO4 at a distorted geometry.

```
30
Properties=species:S:1:pos:R:3:forces:R:3
Mg -1.31300 -4.39421 1.17603 -9.203 -8.476 -1.447
Cl -0.00567 -3.23347 1.37548 10.268 0.856 1.969
O 1.28425 1.10958 3.45650 -0.592 -1.590 -0.819
C 0.65188 0.36234 2.73655 0.454 1.498 0.638
O -0.27788 0.84498 1.86447 1.436 -0.682 1.219
C -0.54018 2.17742 1.73279 -0.853 3.142 -0.913
C -0.83087 2.63427 0.25738 -0.022 -1.141 -0.334
C 0.75659 -1.15999 2.60620 2.279 1.084 2.020
H 0.31147 2.76812 2.07023 -0.224 0.034 0.384
H -1.43534 2.33356 2.33481 0.135 0.659 0.150
H -1.18291 3.65620 0.11652 0.468 0.190 0.708
H -1.60289 2.09068 -0.28719 -0.405 -0.541 0.581
H 0.01863 2.45576 -0.40184 0.454 0.326 0.289
H 1.43683 -1.58287 3.34549 -0.775 0.273 1.204
H 1.43673 -1.40954 1.79180 -0.078 0.472 0.163
H -0.16902 -1.71897 2.46873 0.654 1.688 1.368
O -1.90214 -0.65891 -1.46587 3.985 1.161 1.438
C -0.75542 -0.50640 -0.94444 -1.945 -1.881 -1.777
O 0.41599 -0.19743 -1.63461 -2.401 -0.545 1.899
C 0.29967 0.30910 -2.95507 0.404 0.081 -0.853
C 1.09317 -0.55672 -3.89041 0.519 -1.082 -0.511
C -0.45735 -0.98420 0.46660 -1.874 0.248 -3.681
H 0.80841 1.26992 -2.87686 -0.505 0.300 -0.374
H -0.73201 0.34847 -3.30462 -0.020 0.373 0.431
H 0.68994 -1.55065 -4.08435 -0.541 -0.078 0.464
H 2.08355 -0.76171 -3.48392 0.182 0.353 -0.144
H 1.16462 -0.16998 -4.90700 0.187 0.565 0.213
H 0.61357 -1.07717 0.64719 -1.139 0.871 -1.121
H -0.85080 -1.99395 0.58355 -0.961 2.534 -2.057
H -1.00980 -0.40423 1.20587 0.110 -0.692 -1.108
```
Positions in Å, forces in eV/Å.

Values from the calculation:
- Largest force on an atom: 0.245 Eh/bohr
- Energy: -34698.637 eV
- HOMO level: -0.4687 hartree
- Charge: +1

How is the electron density shared among the atoms? According to Löwdin, the charges in e are:
1 Mg 0.97
2 Cl 0.46
3 O 0.13
4 C -0.42
5 O -0.12
6 C -0.20
7 C -0.03
8 C -0.12
9 H 0.13
10 H 0.13
11 H 0.08
12 H 0.07
13 H 0.07
14 H 0.11
15 H 0.06
16 H -0.02
17 O 0.03
18 C -0.39
19 O -0.03
20 C -0.24
21 C -0.07
22 C -0.16
23 H 0.13
24 H 0.12
25 H 0.08
26 H 0.08
27 H 0.08
28 H 0.05
29 H -0.09
30 H 0.10


ORCA calculation (ωB97M-V with the def2-TZVPD basis set) on the molecule C15H16N2O3S at a distorted geometry.

```
37
Properties=species:S:1:pos:R:3:forces:R:3
C -0.80704 1.93910 -4.83890 0.480 0.077 1.911
O 0.14777 2.68588 -4.01120 -0.318 0.130 -2.738
C 0.41080 2.44086 -2.73440 -1.896 -0.821 3.970
C 1.70246 2.49078 -2.24926 0.606 0.667 -1.126
C 2.04923 2.32367 -0.88931 0.624 -0.399 -2.199
C 1.06132 2.00675 -0.03681 -2.008 0.273 0.420
C 1.31029 1.68035 1.33290 0.403 -0.787 1.326
O 0.99632 0.24471 1.49959 1.272 -0.002 0.346
C 2.06042 -0.60120 1.43377 2.523 1.860 0.392
O 3.25558 -0.26089 1.38766 -3.187 -0.669 0.014
S 1.63439 -2.28682 1.67779 -0.947 -0.374 -1.104
C 0.05876 -2.25660 0.74454 -2.047 0.218 -0.492
N 0.00871 -1.79422 -0.51547 1.279 0.202 0.430
C -1.15455 -1.69835 -1.18183 0.487 -1.446 3.183
C -1.09845 -1.21741 -2.55869 -1.851 0.468 -0.162
C -2.29257 -2.09934 -0.44393 -1.093 1.091 -2.439
C -2.24222 -2.39828 0.88765 3.856 -1.684 -1.908
C -3.42206 -2.67408 1.60532 -2.780 -1.856 3.351
N -1.03143 -2.64173 1.42876 0.667 1.030 0.886
C -0.29826 1.96922 -0.38374 -0.795 0.154 -2.105
C -0.63172 2.22546 -1.71639 1.350 -0.497 -0.874
H -0.55320 0.88847 -4.92746 0.428 -0.038 -0.137
H -0.99607 2.40803 -5.77506 0.979 0.572 -0.828
H -1.77690 1.99458 -4.41882 -1.090 -0.105 1.025
H 2.40105 2.73360 -3.05347 0.398 -0.199 0.557
H 3.09427 2.23644 -0.56581 -0.462 0.348 -0.227
H 0.65235 2.25351 1.96110 -0.529 -0.324 0.591
H 2.30485 1.94967 1.62182 0.740 -0.492 0.335
H -2.05724 -1.35430 -2.99697 -1.244 -0.403 -0.384
H -1.04059 -0.14147 -2.60913 0.969 0.299 0.104
H -0.47036 -1.76496 -3.20026 1.471 -0.293 -0.464
H -3.28946 -2.19610 -0.91236 0.630 0.515 0.027
H -3.76267 -1.70924 1.99904 -0.722 -0.247 -0.220
H -3.26456 -3.29896 2.53218 0.449 0.781 -0.829
H -4.20527 -3.30569 1.10547 0.578 1.294 -0.141
H -1.13022 1.67230 0.30646 1.171 0.432 -0.446
H -1.64885 2.10869 -2.04405 -0.389 0.226 -0.046
```
Positions in Å, forces in eV/Å.

Values from the calculation:
- Largest force on an atom: 0.092 Eh/bohr
- Energy: -35770.566 eV
- HOMO level: -0.3178 hartree
- SMILES string: COc1ccc(COC(=O)Sc2nc(C)cc(C)n2)cc1
- Charge: 0
- ΔE to the lowest compared entry with this formula, charge and spin: 349.46 kJ/mol

How is the electron density shared among the atoms? According to Löwdin, the charges in e are:
1 C -0.02
2 O -0.08
3 C -0.31
4 C 0.01
5 C 0.00
6 C -0.28
7 C -0.12
8 O -0.06
9 C -0.77
10 O 0.01
11 S 1.06
12 C -0.57
13 N 0.13
14 C -0.28
15 C -0.02
16 C 0.02
17 C -0.38
18 C -0.06
19 N 0.12
20 C -0.02
21 C 0.00
22 H 0.09
23 H 0.08
24 H 0.06
25 H 0.12
26 H 0.13
27 H 0.13
28 H 0.12
29 H 0.07
30 H 0.05
31 H 0.08
32 H 0.13
33 H 0.10
34 H 0.11
35 H 0.11
36 H 0.14
37 H 0.09


ORCA calculation (ωB97M-V with the def2-TZVPD basis set) on a structure of composition C3H5LiNaO2 at a distorted geometry.

```
12
Properties=species:S:1:pos:R:3:forces:R:3
C -3.84026 -0.13007 0.74549 -0.647 -0.382 0.103
C -3.12266 -0.55103 -0.53326 3.300 1.546 0.250
H -4.10566 -0.99415 1.35610 0.136 0.189 0.040
H -4.75725 0.41803 0.53116 0.127 0.206 0.256
H -3.40503 -1.54822 -0.87146 0.263 -0.040 0.270
H -1.91029 -0.29729 -0.33574 -3.777 -1.854 -1.049
H -3.30725 0.13971 -1.35668 -0.375 0.041 0.042
O -0.88279 0.65465 0.67685 2.282 -1.981 -4.568
C -1.69236 0.79123 1.51840 2.686 4.766 8.085
O -2.94088 0.75272 1.76083 -4.033 -2.297 -3.465
Li -3.17281 2.50364 2.66692 0.673 -0.675 -0.172
Na 1.18538 -0.73481 0.24883 -0.635 0.482 0.207
```
Positions in Å, forces in eV/Å.

Values from the calculation:
- Largest force on an atom: 0.190 Eh/bohr
- Energy: -11899.737 eV
- HOMO level: -0.3248 hartree
- Charge: +1

How is the electron density shared among the atoms? According to Löwdin, the charges in e are:
1 C -0.13
2 C -0.10
3 H 0.10
4 H 0.10
5 H 0.07
6 H 0.10
7 H 0.07
8 O -0.08
9 C -0.55
10 O -0.18
11 Li 0.76
12 Na 0.85


ORCA calculation (ωB97M-V with the def2-TZVPD basis set) on the molecule C4HClOS2 at a distorted geometry.

```
9
Properties=species:S:1:pos:R:3:forces:R:3
O -1.99528 -0.85132 1.58069 -2.250 -0.706 1.366
C -1.06551 -0.56417 0.94840 3.312 -0.440 -0.185
C -0.90837 0.41125 -0.07579 -0.940 2.604 -2.761
C 0.30411 0.56814 -0.65588 -0.281 -0.772 0.533
Cl 0.64467 1.89296 -1.77471 -0.045 -1.565 0.924
C 1.32783 -0.51661 -0.17855 0.301 1.802 0.190
S 2.86134 -0.67647 -0.71453 -1.223 -0.012 0.166
S 0.65541 -1.28066 1.27002 -0.388 -0.065 -0.908
H -1.82420 1.01688 -0.39966 1.513 -0.845 0.675
```
Positions in Å, forces in eV/Å.

Values from the calculation:
- Largest force on an atom: 0.076 Eh/bohr
- Energy: -40403.310 eV
- HOMO level: -0.3473 hartree
- SMILES string: O=C1C=C(Cl)C(=S)S1
- Charge: 0
- ΔE to the lowest compared entry with this formula, charge and spin: 0.00 kJ/mol

How is the electron density shared among the atoms? According to Löwdin, the charges in e are:
1 O 0.11
2 C -0.66
3 C -0.13
4 C -0.67
5 Cl 0.66
6 C -1.11
7 S 0.69
8 S 0.95
9 H 0.16